2 unconnected molecules or ions with the total composition C2H4Cl3NS at a distorted geometry, computed with wB97M-V/def2-TZVPD.

Calculated values
* charge: 0
* HOMO-LUMO gap (spin up / spin down): 8.017 / 7.746 eV
* molar mass: 180.49 g/mol
* energy relative to the best compared isomer or geometry (same formula, charge and spin): 51.9 kcal/mol
* multiplicity: 1
* HOMO energy (spin up / spin down): -8.36 / -8.09 eV

Cartesian coordinates (Å):
1 H -2.42 -1.21 0.66
2 S -1.81 0.00 0.76
3 Cl 1.69 -2.22 1.74
4 H -1.47 1.24 -1.71
5 H -0.01 1.57 -0.88
6 N -0.85 -0.34 -0.53
7 Cl 0.95 0.51 2.21
8 H -0.09 0.43 -2.18
9 C 1.70 -0.61 1.17
10 C -0.57 0.80 -1.38
11 Cl 2.88 -0.16 0.14

A single C20H23N3O7S molecule at a distorted geometry, computed with wB97M-V/def2-TZVPD.

Calculated values
* charge: 0
* HOMO-LUMO gap: 8.740 eV
* molar mass: 449.48 g/mol
* energy relative to the best compared isomer or geometry (same formula, charge and spin): 48.2 kcal/mol
* multiplicity: 1
* HOMO energy: -8.86 eV
* structure (SMILES): CCOc1ncccc1C(=O)OCC(=O)Nc1ccc(S(=O)(=O)N2CCOCC2)cc1

Cartesian coordinates (Å):
1 C 0.24 -2.84 -2.35
2 C -4.81 -3.37 1.36
3 H 1.53 3.35 0.99
4 H 3.32 3.21 -0.62
5 H -0.21 -2.45 -3.27
6 N -5.23 -2.83 0.23
7 H 0.45 -0.24 1.56
8 C -3.49 -3.74 1.59
9 O -4.77 -2.07 -1.88
10 H 2.92 5.64 2.49
11 O 2.35 -1.77 -2.59
12 C 3.20 -0.05 -0.43
13 O -2.35 -2.50 -2.89
14 H 4.87 5.48 0.76
15 H 0.87 4.99 1.31
16 C 1.43 0.06 1.21
17 H 5.46 3.82 0.47
18 C -7.00 -2.97 -2.30
19 O 5.79 2.25 2.21
20 C 1.93 -0.43 0.01
21 H -1.55 -3.85 0.69
22 C -2.58 -3.55 0.57
23 H 3.86 4.75 -1.35
24 C 3.52 4.28 -0.43
25 N 4.06 4.00 1.96
26 H -6.19 -1.03 -2.82
27 C 3.95 0.82 0.34
28 H 0.67 -3.83 -2.57
29 H 1.83 1.32 2.91
30 H -6.98 -3.66 -1.46
31 S 4.41 2.47 2.50
32 H -3.20 -4.18 2.53
33 C 1.79 4.42 1.12
34 C -4.36 -2.64 -0.76
35 C -2.99 -2.99 -0.63
36 C 3.44 1.32 1.52
37 C 2.19 0.94 1.97
38 O 2.32 4.93 -0.07
39 H -5.57 -3.50 2.12
40 N 1.13 -1.31 -0.71
41 H -6.50 -1.27 -1.07
42 H -8.03 -2.66 -2.48
43 O -0.77 -2.99 -1.36
44 H 3.59 -0.45 -1.35
45 C -2.06 -2.79 -1.76
46 H -6.62 -3.47 -3.19
47 C 2.77 4.57 2.29
48 C 1.37 -1.92 -1.90
49 O 3.94 2.40 3.85
50 H 2.42 4.08 3.19
51 H 4.95 1.11 0.04
52 C -6.16 -1.74 -1.99
53 C 4.58 4.43 0.68
54 H 0.25 -1.56 -0.27

11 unconnected molecules or ions with the total composition C35H78Cl3N9O7 at a distorted geometry, computed with wB97M-V/def2-TZVPD.

Calculated values
* charge: +6
* HOMO-LUMO gap: 5.611 eV
* molar mass: 843.42 g/mol
* multiplicity: 1
* HOMO energy: -18.57 eV

Cartesian coordinates (Å):
1 C -0.17 6.00 -2.28
2 C 2.48 -2.33 3.16
3 H -0.41 -4.22 -4.71
4 H 0.70 5.14 -5.04
5 H 4.52 0.08 2.98
6 C 0.19 3.35 -5.88
7 H -4.66 -9.66 2.48
8 H 2.62 2.16 2.85
9 H 3.31 -1.96 -0.83
10 H -1.76 -1.80 -5.18
11 H 1.84 4.74 -6.37
12 N -0.73 -3.57 -5.42
13 N 4.15 -2.24 -1.45
14 H -1.28 2.66 6.14
15 C -4.89 -8.81 3.12
16 H -3.14 2.61 -3.72
17 N -0.58 6.29 -0.93
18 H 0.20 -2.08 1.98
19 C -0.67 -5.10 3.19
20 H -1.90 -2.87 -3.78
21 C 4.83 2.16 3.23
22 H -0.06 -3.26 -6.11
23 H -1.30 1.50 7.49
24 C -2.52 6.01 0.62
25 H -3.72 2.70 -5.43
26 C -0.80 -3.88 2.49
27 H -2.80 -8.99 4.61
28 H -1.26 4.07 -4.42
29 H 5.35 -0.80 -0.47
30 H -1.63 1.98 1.38
31 H -0.87 -7.30 4.69
32 Cl -2.89 -2.77 -0.56
33 H 0.65 -6.31 4.38
34 H -1.71 -0.44 -0.74
35 N 3.51 2.60 2.58
36 O -1.52 2.67 -1.42
37 H 5.73 5.91 1.99
38 C 0.21 -3.01 2.52
39 H 0.74 2.72 -5.18
40 H 4.98 6.47 3.49
41 H 4.65 -0.27 -2.04
42 H -0.76 6.45 -3.07
43 H 0.21 5.29 -6.72
44 H 3.50 2.59 1.57
45 H -2.92 -4.89 -4.67
46 H 0.35 2.65 0.23
47 H 3.17 -2.63 2.39
48 H -0.27 3.23 -7.95
49 C 3.84 -2.71 -2.91
50 H 2.06 -1.35 2.90
51 H 6.19 0.53 3.28
52 C -1.73 -6.11 3.13
53 N -0.02 1.59 0.16
54 C -1.68 -7.23 3.98
55 H -3.49 2.52 7.10
56 C -1.40 0.23 -1.55
57 H -5.23 -9.11 4.10
58 H -4.99 3.45 5.47
59 H 0.93 2.18 -7.55
60 C -1.68 1.72 6.50
61 N -3.15 1.73 6.58
62 Cl 1.65 -1.12 -0.12
63 H -0.36 -1.98 -4.09
64 H -5.72 -8.31 2.63
65 H -4.64 -6.96 1.60
66 H -3.29 -5.73 -6.18
67 H -3.47 6.50 0.82
68 H 4.56 2.09 4.29
69 C -1.22 -2.48 -4.53
70 C -3.08 2.14 -4.73
71 H -0.70 1.94 -7.10
72 H -0.33 7.26 -0.69
73 H -5.63 1.91 6.10
74 C -2.77 -8.09 4.00
75 H -2.85 -5.13 1.53
76 H 6.56 5.66 3.59
77 O -1.93 -3.79 -7.39
78 H -1.39 0.92 5.81
79 H 6.03 -1.42 -2.01
80 O -2.74 5.98 -1.77
81 H -1.92 3.98 -6.08
82 C 2.61 -2.21 -3.50
83 H -3.42 0.90 7.10
84 H -1.06 0.28 1.35
85 H 2.71 -2.06 -4.57
86 C -2.76 -5.97 2.22
87 C -1.83 -4.21 -6.31
88 C -2.12 6.07 -0.77
89 H -2.16 0.24 -2.33
90 C 1.51 -4.43 3.87
91 O -1.69 2.14 -5.21
92 N 0.06 2.61 -7.21
93 H -0.29 4.92 -2.37
94 N 1.39 -3.28 3.20
95 O 4.88 4.48 3.24
96 H 2.34 -1.29 -2.98
97 H 0.64 0.83 -0.13
98 H 0.89 6.20 -2.43
99 C -3.81 1.74 5.21
100 C 5.69 3.39 2.91
101 H -0.50 -0.30 -1.88
102 C 5.28 0.80 2.73
103 H -3.43 1.10 -4.70
104 H 5.51 0.80 1.66
105 C -5.07 2.38 5.27
106 H 5.94 3.42 1.82
107 C 5.60 5.70 3.06
108 C -3.81 -6.87 2.30
109 H -0.08 5.71 -0.23
110 C -0.76 1.32 1.32
111 C 0.53 -5.39 3.84
112 H -5.68 2.13 4.41
113 C -1.09 1.59 -1.07
114 Cl 0.97 4.37 1.33
115 N -3.79 -7.88 3.17
116 H -1.76 -6.02 -5.42
117 H 3.45 3.61 2.76
118 C -2.51 -5.24 -5.62
119 C 5.12 -1.10 -1.49
120 H -1.72 -3.63 2.00
121 H -2.66 4.95 0.81
122 O 4.72 -3.40 -3.46
123 H -0.14 1.52 2.19
124 H 2.45 -4.56 4.39
125 H 4.61 -3.05 -1.03
126 H -1.75 6.42 1.28
127 C -1.24 3.49 -5.35
128 O -3.08 1.40 4.30
129 H 2.95 -2.31 4.14
130 H 6.63 3.29 3.46
131 C 0.82 4.69 -6.03
132 H 1.80 -2.94 -3.32

Number 1: energy -52027.52384 eV. Number 2: energy -50751.24325 eV. Number 3: energy -102809.69128 eV.